[1]
The following is a quantum chemistry calculation of a cluster of 6 separate species, C37H90NO10P in total, from OMol25.

Positions of all 139 atoms, in Å:
C  -1.9987  0.5605  -2.8133
C  -1.4759  1.9837  -2.9332
C  0.0528  1.9929  -3.1104
C  0.5251  3.4189  -3.3443
C  2.0466  3.6729  -3.4472
C  2.9895  2.7496  -2.6530
C  3.9167  1.9045  -3.5447
C  3.2542  1.0576  -4.6405
C  3.1936  -0.4407  -4.3343
C  2.5561  -0.7855  -2.9771
C  3.5147  -1.4308  -1.9896
C  2.8126  -1.6325  -0.6282
P  3.3377  -3.1672  0.2502
N  4.8642  -2.3569  0.7667
C  1.7317  -4.1304  -0.0878
C  0.5764  -3.6062  0.7534
C  1.2816  -4.2120  -1.5495
C  2.2758  -4.8621  -2.5194
C  1.9305  -4.5339  -3.9709
H  -3.0241  0.5337  -2.4571
H  -1.9397  0.0488  -3.7716
H  -1.4011  0.0018  -2.0985
H  -1.6706  2.4832  -1.9860
H  -1.9544  2.5361  -3.7358
H  0.2529  1.3554  -3.9653
H  0.4479  1.5576  -2.2008
H  0.0910  3.7256  -4.2938
H  0.0593  4.0641  -2.6076
H  2.3653  3.6993  -4.4839
H  2.2055  4.6817  -3.0773
H  2.4782  2.1539  -1.9054
H  3.6655  3.3941  -2.0957
H  4.5573  2.6286  -4.0433
H  4.5736  1.2916  -2.9343
H  3.8718  1.1482  -5.5325
H  2.2737  1.4213  -4.9211
H  4.1860  -0.8794  -4.4166
H  2.5930  -0.9047  -5.1132
H  1.7418  -1.4848  -3.1472
H  2.1616  0.1114  -2.5214
H  3.8710  -2.3814  -2.3840
H  4.3827  -0.7890  -1.8591
H  1.7387  -1.5485  -0.7353
H  3.1269  -0.8178  0.0109
H  4.0941  -4.1856  -0.3880
H  3.0486  -3.2942  1.6413
H  5.5309  -2.2154  0.0141
H  5.3129  -2.8382  1.5377
H  1.9239  -5.1586  0.2337
H  0.8082  -3.6273  1.8129
H  -0.2877  -4.2392  0.5681
H  0.2852  -2.5983  0.4656
H  0.9589  -3.2446  -1.9279
H  0.3899  -4.8411  -1.5724
H  2.1708  -5.9373  -2.3956
H  3.3022  -4.6027  -2.2946
H  1.4857  -3.5503  -4.0716
H  2.8019  -4.5870  -4.6161
H  1.2209  -5.2596  -4.3601
C  -1.2158  -10.5058  -5.9535
O  -0.4247  -9.3425  -6.1179
C  -0.9546  -8.2038  -5.4565
C  -0.2288  -7.9217  -4.1601
O  -0.4543  -8.9406  -3.1979
C  0.6315  -9.8413  -3.0709
H  -0.6409  -11.3505  -6.3297
H  -1.4592  -10.6827  -4.9031
H  -2.1424  -10.4259  -6.5322
H  -2.0254  -8.3279  -5.2704
H  -0.8238  -7.3483  -6.1271
H  -0.6135  -6.9870  -3.7375
H  0.8427  -7.7935  -4.3433
H  1.4754  -9.3578  -2.5665
H  0.9579  -10.2189  -4.0428
H  0.2947  -10.6790  -2.4623
C  1.6317  -1.0706  4.0575
O  0.3508  -0.9505  3.4640
C  -0.5870  -1.9028  3.9439
C  -1.5407  -1.2910  4.9450
O  -0.8756  -0.9153  6.1417
C  -0.6229  0.4778  6.2115
H  2.2121  -0.1957  3.7684
H  1.5684  -1.1106  5.1478
H  2.1437  -1.9669  3.6893
H  -0.0739  -2.7639  4.3829
H  -1.1583  -2.2539  3.0783
H  -2.2982  -2.0360  5.2125
H  -2.0533  -0.4315  4.5020
H  -1.5558  1.0249  6.3884
H  -0.1508  0.8475  5.2978
H  0.0497  0.6553  7.0501
C  -2.7399  6.0128  -3.7670
O  -1.3580  6.1904  -4.0224
C  -1.0891  6.7136  -5.3142
C  -0.7639  8.1897  -5.2641
O  -1.8873  8.9618  -4.8690
C  -1.8373  9.3732  -3.5146
H  -2.8533  5.7931  -2.7063
H  -3.3132  6.9115  -4.0063
H  -3.1322  5.1678  -4.3438
H  -1.9330  6.5338  -5.9869
H  -0.2207  6.1750  -5.7089
H  -0.4765  8.5216  -6.2669
H  0.0823  8.3671  -4.5937
H  -1.0789  10.1513  -3.3765
H  -1.6235  8.5355  -2.8464
H  -2.8119  9.7867  -3.2601
C  1.5564  7.0407  5.0213
O  2.3402  5.8711  5.1742
C  1.7663  4.9210  6.0591
C  1.1006  3.7885  5.3097
O  -0.0393  4.2338  4.5907
C  0.1995  4.3904  3.2028
H  1.9767  7.6128  4.1957
H  0.5152  6.8010  4.7923
H  1.5967  7.6523  5.9292
H  1.0491  5.4021  6.7307
H  2.5790  4.5117  6.6678
H  0.7536  3.0441  6.0336
H  1.8152  3.3018  4.6389
H  0.2975  3.4135  2.7169
H  1.0981  4.9823  3.0128
H  -0.6593  4.9075  2.7776
C  -3.9657  -0.3890  8.2629
O  -4.3902  0.7941  7.6055
C  -5.2230  0.5451  6.4841
C  -6.6819  0.7828  6.8049
O  -7.1746  -0.1610  7.7436
C  -7.2740  0.3550  9.0588
H  -3.4969  -0.0986  9.2017
H  -4.8039  -1.0559  8.4794
H  -3.2262  -0.9164  7.6500
H  -5.0788  -0.4753  6.1154
H  -4.9189  1.2378  5.6923
H  -7.2684  0.6661  5.8877
H  -6.8261  1.8036  7.1710
H  -8.1027  1.0676  9.1309
H  -6.3476  0.8426  9.3715
H  -7.4741  -0.4817  9.7262

Results
Energy relative to the best compared isomer or geometry (same formula, charge and spin) in kcal/mol: 0.0
Maximum force in eV/A: 1.25
E_LUMO in Ha: 0.0189
Total energy in eV: -71074.87447
E_HOMO in eV: -8.1682
Orbital gap in eV: 8.68



[2]
The following is a quantum chemistry calculation of a cluster of 4 separate species, C37H91BBrN13O6P3S in total, from OMol25.

Positions of all 153 atoms, in Å:
C  -1.4879  -6.1138  -1.7925
C  -2.8955  -5.8713  -2.4256
C  -3.2065  -4.3608  -2.7287
C  -3.3458  -4.1053  -4.2558
N  -3.0538  -2.7211  -4.7560
B  -3.6115  -2.6942  -6.1980
O  -2.8308  -2.3974  -7.3004
O  -4.9250  -3.0037  -6.4697
C  -4.9828  -4.2252  -7.2389
C  -5.8939  -5.3079  -6.5995
C  -3.9078  -1.6555  -4.0551
N  -5.2154  -2.1161  -3.6772
C  -6.1842  -1.2890  -3.8568
C  -6.9910  -0.8553  -2.6202
C  -6.6292  -0.6728  -5.1806
C  -3.2462  -1.0375  -2.8086
N  -3.9383  0.2131  -2.4127
C  -3.8627  0.4117  -1.2439
S  -3.9186  0.6949  0.2831
O  -1.8734  -0.7005  -2.9199
C  -1.0536  -1.7626  -3.4160
N  0.2168  -1.1419  -3.7536
C  1.0946  -1.0604  -2.5522
C  1.7914  0.3237  -2.4932
C  -1.6026  -2.3279  -4.7571
C  -0.6430  -3.3650  -5.4044
Br  0.5781  -2.5077  -6.7146
C  0.2584  -4.1659  -4.4247
C  0.5917  -5.5270  -5.1086
H  -1.5935  -6.9126  -1.0459
H  -1.0938  -5.2087  -1.3117
H  -0.8162  -6.4613  -2.5939
H  -3.6347  -6.2127  -1.6828
H  -3.0822  -6.4979  -3.3156
H  -2.5153  -3.7147  -2.1784
H  -4.2036  -4.1882  -2.2923
H  -4.3728  -4.4163  -4.4895
H  -2.7336  -4.8772  -4.7578
H  -2.2938  -3.1758  -7.5260
H  -5.3645  -4.0264  -8.2534
H  -3.9955  -4.7084  -7.3850
H  -5.2785  -5.8424  -5.8552
H  -6.8171  -4.9062  -6.1712
H  -6.0745  -6.0525  -7.3913
H  -4.0177  -0.8338  -4.8060
H  -7.9055  -1.4512  -2.4819
H  -6.3379  -0.9898  -1.7490
H  -7.1921  0.2266  -2.6810
H  -7.6021  -0.1819  -5.0161
H  -5.9388  0.1185  -5.5158
H  -6.8113  -1.4243  -5.9598
H  -3.3447  -1.7197  -1.9413
H  -0.8120  -2.5056  -2.6435
H  0.0263  -0.1807  -4.0307
H  0.5170  -1.1849  -1.6182
H  1.8594  -1.8538  -2.5795
H  2.0636  0.5372  -1.4482
H  1.1315  1.1475  -2.8107
H  2.6773  0.2756  -3.1426
H  -1.5511  -1.4376  -5.4108
H  -1.1586  -4.1260  -6.0107
H  1.1669  -3.6279  -4.1346
H  -0.3386  -4.3766  -3.5200
H  1.1370  -5.2852  -6.0343
H  -0.3311  -6.0803  -5.3576
H  1.1922  -6.1675  -4.4501
O  4.2897  1.3813  0.4245
P  5.2716  2.4877  0.8081
N  5.5925  1.8911  2.3753
C  5.4440  2.5097  3.6704
C  6.5627  0.8095  2.4209
N  4.0674  3.7415  0.6929
C  3.0857  3.9258  1.7510
C  3.4032  3.7424  -0.6141
N  6.5536  3.7249  0.9471
C  6.3599  5.0099  1.5804
C  7.2661  3.9143  -0.3266
H  6.3384  3.0774  3.9701
H  5.2730  1.7451  4.4333
H  4.5782  3.1648  3.7322
H  7.5914  1.1988  2.4514
H  6.4705  0.1670  1.5398
H  6.4064  0.1680  3.2896
H  2.6218  2.9837  2.0683
H  2.2934  4.6059  1.4297
H  3.5338  4.4196  2.6146
H  2.6277  2.9723  -0.6923
H  4.1208  3.5690  -1.4208
H  2.9448  4.7180  -0.7935
H  5.7438  5.6912  0.9828
H  7.3368  5.4798  1.7259
H  5.9175  4.9259  2.5714
H  6.6549  4.4657  -1.0547
H  7.5211  2.9446  -0.7651
H  8.2031  4.4548  -0.1772
O  7.2768  -0.3714  5.6630
P  7.7891  -1.5304  6.5087
N  6.7774  -1.2388  7.8567
C  7.1004  -1.0113  9.2433
C  5.4197  -1.7297  7.7050
N  9.4175  -0.9157  6.6367
C  9.7581  0.1423  7.5781
C  9.9920  -0.5894  5.3296
N  8.3417  -3.0946  7.1709
C  9.4163  -3.2240  8.1297
C  8.5132  -4.1014  6.1113
H  7.1809  -1.9481  9.8159
H  6.3210  -0.4060  9.7157
H  8.0156  -0.4406  9.3780
H  5.3432  -2.7907  7.9867
H  5.0856  -1.6304  6.6684
H  4.7186  -1.1540  8.3130
H  9.0507  0.9800  7.5494
H  10.7576  0.5326  7.3762
H  9.8194  -0.2479  8.5959
H  9.6539  0.3836  4.9578
H  9.7128  -1.3408  4.5852
H  11.0828  -0.5846  5.3858
H  10.4032  -3.0420  7.6905
H  9.4084  -4.2420  8.5300
H  9.2945  -2.5643  8.9870
H  9.4127  -3.9080  5.5108
H  7.6499  -4.0937  5.4388
H  8.5834  -5.1070  6.5313
O  -9.2826  5.9018  -0.6861
P  -7.9520  5.5747  -0.0267
N  -7.5930  4.2156  -1.0081
C  -7.3034  2.8533  -0.6528
C  -7.0588  4.5438  -2.3167
N  -8.6363  5.2214  1.5392
C  -9.2795  3.9446  1.8153
C  -9.4993  6.3020  2.0253
N  -6.3205  5.5651  0.6982
C  -5.9456  4.7302  1.8167
C  -5.8201  6.9313  0.9230
H  -6.2317  2.6901  -0.4577
H  -7.5939  2.1781  -1.4654
H  -7.8708  2.5062  0.2076
H  -5.9688  4.6943  -2.2787
H  -7.5130  5.4603  -2.7015
H  -7.2798  3.7593  -3.0448
H  -9.9850  3.6459  1.0303
H  -9.8196  3.9806  2.7634
H  -8.5358  3.1568  1.9561
H  -10.4986  6.2677  1.5807
H  -9.0677  7.2783  1.7887
H  -9.5956  6.2494  3.1120
H  -6.3830  5.0650  2.7636
H  -4.8566  4.7526  1.9225
H  -6.2107  3.6844  1.6667
H  -6.3208  7.4104  1.7751
H  -5.9956  7.5491  0.0374
H  -4.7434  6.9314  1.1056

Results
Charge: +1
Maximum force in eV/A: 7.33
E_LUMO in Ha: -0.0892
Total energy in eV: -180907.26599
E_HOMO in eV: -8.8913
Orbital gap in eV: 6.46



- Which of these has the highest E_LUMO?
  C37H90NO10P